Formula: C21H20F5InN6O3STe
Source: the OMol25 dataset
Level of theory: ωB97M-V with the def2-TZVPD basis set

Spin multiplicity   1
LUMO level   -0.017 Eh
Energy   -74077.1392 eV
HOMO-LUMO gap   8.27 eV

Structure (XYZ):
```
58
Properties=species:S:1:pos:R:3:forces:R:3
H -7.883 -0.305 2.722 0.00 0.00 -0.01
H -8.026 1.738 1.364 0.02 -0.01 0.00
C -4.308 2.887 0.575 -0.08 0.04 0.02
H -5.272 3.347 0.736 -0.07 -0.04 -0.01
C -3.938 2.439 -0.687 -0.26 -0.16 -0.21
C -2.658 1.920 -0.831 0.20 -0.17 -0.12
C -6.108 2.713 -1.932 -0.04 -0.10 0.19
C -3.419 2.744 1.630 -0.08 0.01 0.04
H -5.825 -3.315 1.750 0.04 -0.02 -0.01
C -2.786 -4.484 1.511 0.00 0.05 0.03
C -6.497 -2.589 2.202 -0.01 0.01 -0.01
H 2.807 2.422 3.178 0.00 0.00 0.00
F -2.967 -0.763 -1.996 -0.24 0.08 0.27
C 1.377 1.141 2.466 0.08 0.00 0.09
In -0.030 0.443 -0.170 -0.26 0.01 0.17
C -2.335 -3.402 -0.606 -0.12 -0.15 0.02
F -2.231 0.407 -3.850 -0.21 0.22 -0.14
H -7.474 -3.062 2.317 -0.01 0.02 -0.01
N -1.832 1.743 0.199 0.02 0.15 -0.20
H -5.538 -0.086 -1.611 0.07 0.05 -0.05
C -7.354 -0.257 1.776 -0.04 0.01 0.03
H -0.783 -1.644 3.333 -0.02 -0.03 -0.01
C -0.805 -1.452 2.262 -0.18 -0.28 -0.18
C -6.776 0.983 -0.206 0.12 0.13 0.02
C -1.543 -2.400 1.445 0.08 0.03 0.38
H -2.007 -3.485 3.230 -0.01 0.00 -0.01
F -0.011 -2.249 -2.551 0.20 -0.31 0.10
O -0.224 0.470 -2.202 -0.39 -0.28 0.17
H -2.312 1.624 -1.819 0.02 -0.01 0.23
H -3.397 -5.234 -0.407 0.00 0.00 0.00
C -2.195 2.148 1.424 0.00 -0.17 -0.06
C -5.941 -1.245 0.135 0.03 -0.04 -0.02
C -2.115 -3.467 2.151 -0.06 -0.10 0.05
C -6.592 -1.345 1.360 -0.01 0.01 -0.03
H -4.266 2.438 -2.719 0.02 0.10 -0.01
C -6.038 -0.107 -0.654 -0.01 0.14 0.01
C -1.669 -2.365 0.044 0.29 0.64 -0.24
H -7.838 2.596 -0.964 -0.01 -0.08 -0.09
H -3.690 3.083 2.620 0.00 0.00 -0.01
S 1.875 1.549 0.817 0.03 0.00 0.08
F -2.208 -2.317 -3.654 -0.22 -0.24 -0.12
O -6.558 3.355 -2.851 -0.03 0.03 -0.10
N -6.910 2.201 -0.933 0.11 0.00 -0.02
H -5.351 -2.080 -0.229 0.00 0.04 0.02
C -7.443 0.894 1.012 0.05 -0.01 0.11
H 1.901 1.566 4.379 0.02 -0.01 0.01
H -2.423 -3.391 -1.682 0.01 0.02 0.02
N -4.739 2.465 -1.828 0.06 0.01 0.24
Te -1.281 -0.910 -2.877 0.39 0.67 -1.07
H -3.219 -5.300 2.073 0.01 0.00 -0.01
N 2.010 1.865 3.425 -0.05 0.00 -0.07
C -2.884 -4.440 0.122 -0.01 0.00 -0.09
H -6.126 -2.362 3.203 0.01 0.01 -0.01
N -0.140 -0.435 1.861 0.23 0.27 0.30
O -1.152 -1.338 -0.652 0.15 -0.50 0.86
H -1.498 1.962 2.230 0.01 0.03 0.00
F -0.333 -0.850 -4.486 0.21 -0.10 -0.07
N 0.511 0.266 2.877 -0.08 -0.02 -0.44
```
Positions in Å, forces in eV/Å.